Entry 1:
Formula: C47H36FeN5O7S2
Source: OMol25
Level of theory: ωB97M-V/def2-TZVPD

As for the spin multiplicity: 5. As for the net charge: -1. As for the expectation value of S²: 6.25. The orbital gap (alpha / beta) comes out at 5.016 / 7.512 eV. The value obtained for the energy is -4673.3695 Ha.

CARTESIAN COORDINATES (ANGSTROEM)
C  -0.205676  3.130919  -1.352480
C  -0.429722  -1.941245  -3.470286
C  4.478043  2.198222  -1.793482
C  -1.854782  -0.072189  1.548846
C  -2.333011  -3.797762  0.886699
H  -3.600967  3.149284  -1.054286
H  -0.595038  -1.672800  0.959886
H  1.745806  -1.851087  -0.161389
C  -3.579712  -4.692079  0.886029
H  -4.745824  -2.602614  1.560876
C  4.159696  0.272821  0.097868
H  -0.989217  6.244273  -2.453279
H  -0.410833  -3.818613  1.900630
C  -1.701836  -3.900822  -0.508904
H  0.910045  4.847270  -2.048426
C  5.428856  0.516299  -0.397130
N  0.984843  -0.455267  -1.943731
H  2.386824  -3.747893  -3.915537
O  2.929854  -1.570672  -2.380581
H  2.496316  -5.594687  1.794575
H  -1.172325  -5.404388  1.776577
C  -2.633131  -2.338294  1.227814
C  -1.516529  2.681077  -1.083584
C  1.312469  4.608062  1.640002
H  -1.348509  6.661921  1.317694
N  1.563376  -0.441828  1.961834
C  -0.787801  5.752977  1.476281
C  -0.073666  4.442617  -1.861688
C  0.643378  3.409908  1.837387
H  -2.375921  -2.392751  -4.239902
H  2.117977  3.255094  -2.480074
H  -2.537381  4.553875  1.719715
N  0.863522  2.337135  -1.069391
H  -1.618652  -4.536304  -5.236458
C  1.345094  -3.476025  -4.000054
H  2.393648  4.604076  1.646242
H  0.734944  -5.214046  -5.088742
S  -3.190152  2.028071  2.225917
O  -1.466125  -0.486072  -1.427356
S  -0.529141  -0.401325  -2.524590
H  -2.704906  6.614082  -3.329143
C  2.065054  -1.801156  4.386675
H  -1.418867  -4.931331  -0.724038
C  -1.603394  -1.407911  1.232162
O  -3.573072  6.620690  -2.905840
C  0.420551  -4.276832  -4.651503
C  -0.910429  -3.893427  -4.733618
C  2.331041  -4.527696  1.845762
C  -1.359232  -4.344311  1.940951
C  2.041951  2.562656  -1.647501
H  6.274667  -0.049670  -0.041180
C  -3.919917  -1.909345  1.572084
C  -0.767014  3.360735  1.834891
C  -3.157226  0.318911  1.911540
O  0.653893  2.166497  4.179344
C  2.335774  -3.878946  3.066272
H  2.524586  -4.425507  3.980740
C  3.207459  1.892105  -1.244991
H  -4.052613  -4.713878  1.864168
H  -4.305753  -4.364637  0.145040
C  2.115007  -3.801710  0.676093
C  1.853552  -1.760807  1.958127
C  -1.167366  5.237418  -2.090808
H  -2.419955  -3.578156  -1.260788
C  -2.463636  4.789073  -1.801562
C  1.508141  0.197814  3.165323
H  1.125173  6.701144  1.244554
C  -1.459302  4.571013  1.697809
H  -0.819790  -3.276195  -0.600303
H  4.549765  2.971835  -2.544992
C  -2.601526  3.493774  -1.276607
H  4.006920  -0.491985  0.846430
H  2.126521  -4.303905  -0.282473
C  -4.186240  -0.601335  1.935125
C  -1.347383  -2.705472  -4.155730
C  2.093781  -2.505586  3.149030
O  -0.736252  0.687064  -3.447697
C  0.600871  5.775152  1.434440
H  6.561598  1.733951  -1.770542
C  1.729614  -1.389457  -2.537592
C  0.899817  -2.310938  -3.398232
C  1.890144  -2.445482  0.728143
C  1.127148  1.579462  3.220724
H  1.725291  0.111895  5.285567
Fe  1.022992  0.703229  0.204239
H  -5.179490  -0.299797  2.230796
O  1.379902  2.260146  2.019275
H  -1.781595  -4.227462  2.936560
C  -3.675360  5.581315  -2.022198
H  -1.645327  1.661213  -0.762618
C  -1.463773  2.101739  1.856597
N  3.084598  0.935392  -0.283668
C  1.767705  -0.474124  4.379695
H  -3.282428  -5.708217  0.632873
N  -0.945429  0.945952  1.534004
C  5.582720  1.512718  -1.366695
O  -4.739322  5.367271  -1.490090
H  2.281617  -2.334109  5.301858

Force components x, y, z for each atom (eV/Å):
-0.61 0.53 -0.11
0.57 0.38 0.44
-0.08 -0.06 -0.03
-1.08 -0.64 0.30
0.07 -0.26 -0.06
-0.05 -0.11 0.01
0.11 -0.17 -0.04
0.00 -0.13 -0.12
0.20 0.26 0.03
-0.04 -0.11 0.04
0.49 -0.27 0.30
-0.02 0.06 0.00
0.16 0.05 0.07
-0.14 0.11 0.13
0.05 0.03 0.05
-0.09 0.01 0.07
-1.08 0.76 0.62
0.09 -0.02 0.00
-0.07 -0.04 0.03
0.04 -0.07 0.01
0.07 -0.12 -0.08
0.06 0.02 -0.01
0.29 0.01 -0.17
0.09 -0.28 0.06
-0.06 0.07 0.02
-0.15 0.52 -0.93
0.03 0.21 0.07
0.33 -0.27 0.05
-0.59 0.23 0.08
-0.17 -0.01 0.04
0.03 0.01 0.03
-0.17 0.07 -0.12
0.03 -1.09 0.75
-0.07 0.01 -0.07
0.00 0.16 0.16
0.03 -0.06 -0.01
0.01 -0.05 -0.07
0.59 -0.21 0.00
-0.04 -0.21 -0.04
0.13 -0.18 -0.53
-0.09 -0.12 0.10
-0.05 0.47 0.27
0.04 -0.10 0.02
-0.10 0.22 0.06
-0.08 0.02 0.09
0.09 -0.05 -0.01
-0.11 0.12 0.07
0.08 -0.17 0.07
-0.13 0.09 -0.12
0.34 0.41 -0.35
0.00 -0.10 0.05
-0.05 0.14 0.11
1.00 0.91 -0.05
0.48 0.18 -0.12
0.28 0.02 -0.33
-0.04 0.12 -0.22
-0.02 -0.06 0.07
0.14 0.13 -0.13
-0.13 -0.03 0.14
-0.13 0.06 -0.06
0.03 0.00 -0.08
0.11 -0.74 -0.02
-0.54 0.02 -0.01
-0.02 0.07 -0.14
0.56 -0.36 0.10
-0.11 0.35 -0.05
0.03 0.04 0.01
0.21 -0.47 -0.01
0.18 0.10 -0.03
0.00 0.04 -0.04
-0.11 0.33 -0.23
-0.06 -0.07 0.06
0.01 0.00 -0.06
-0.18 -0.05 0.00
-0.23 0.09 -0.05
0.00 -0.09 -0.38
0.06 -0.17 0.03
-0.16 -0.13 -0.02
0.03 0.03 -0.05
0.73 -0.69 -0.35
-0.02 -0.28 -0.13
0.02 0.11 0.14
0.05 -0.27 0.86
-0.03 0.01 0.08
0.79 0.40 0.83
-0.15 -0.01 -0.05
-0.13 0.10 -0.29
-0.02 0.04 0.17
-0.45 0.16 0.05
-0.12 -0.03 0.02
-0.86 -1.13 0.11
-1.04 0.27 -0.27
-0.04 -0.20 0.10
0.03 -0.09 -0.01
0.81 1.00 -0.74
-0.15 0.01 0.02
0.32 0.19 -0.25
-0.01 0.02 0.10


Entry 2:
Formula: C18H20ClN3O4
Source: OMol25
Level of theory: ωB97M-V/def2-TZVPD

Its SMILES is C/C(N)=C(/C#N)C(=O)COC(=O)[C@@H](NC(=O)c1ccccc1Cl)C(C)C. As for the net charge: 0. The orbital gap comes out at 9.557 eV. The value obtained for the energy is -1623.3772 Ha.

CARTESIAN COORDINATES (ANGSTROEM)
H  -2.620690  -3.007310  -0.344588
H  0.225615  -0.653346  1.763377
C  -3.317276  0.766685  -0.952931
C  -0.655668  -0.798966  -0.202747
C  6.381852  -0.808004  -0.959246
C  -6.762432  -0.230128  0.230494
H  -7.586553  0.431999  0.486528
H  1.150452  1.717497  2.617071
C  5.942718  -1.762333  -0.056543
H  7.337069  -0.918195  -1.449613
C  5.600501  0.301264  -1.227229
C  -4.134562  -1.486733  -0.372403
Cl  3.465319  1.884104  -0.956165
C  4.719272  -1.604277  0.564524
H  -2.375198  -1.767042  -1.611228
H  -4.961087  2.431361  -0.686392
N  1.539679  -0.032738  0.308351
H  -6.611598  2.307150  -0.169869
H  -2.317114  0.556628  1.697748
H  -0.703157  1.783155  0.190691
C  4.368513  0.447584  -0.607839
C  -4.362907  -0.060297  -0.504417
H  -6.501087  -0.846125  1.089022
H  0.282905  3.158365  2.072000
O  2.517058  -0.793025  2.193282
H  -2.007251  2.210067  2.228899
C  -2.688647  -1.938879  -0.572976
C  3.902514  -0.509537  0.289539
O  -0.311194  -0.968097  -1.342979
C  2.600348  -0.450893  1.029324
C  -0.371948  1.334838  1.133156
H  1.615554  0.129670  -0.685548
H  6.554434  -2.623060  0.165784
H  1.504465  2.421825  1.039215
O  -5.003065  -2.303328  -0.134802
C  0.713314  2.212290  1.752858
H  5.941693  1.059909  -1.914527
N  -2.514426  1.495468  -1.335109
C  -1.558460  1.229647  2.086060
O  -1.813493  -1.228567  0.301181
N  -5.730976  1.864688  -0.366789
C  -5.580292  0.540931  -0.229744
H  -7.077907  -0.922076  -0.549312
H  -1.228811  0.855913  3.053071
C  0.196039  -0.077629  0.830923
H  4.364877  -2.326867  1.283933

Force components x, y, z for each atom (eV/Å):
-0.07 0.21 -0.04
-0.04 0.05 -0.16
0.12 0.22 -0.13
0.62 0.02 -0.18
-0.04 0.05 0.01
-0.22 -0.07 0.07
-0.03 0.06 0.01
0.09 -0.03 0.15
-0.02 -0.03 0.02
0.08 0.00 -0.04
0.02 0.01 -0.04
0.37 -0.15 0.13
0.04 0.31 -0.18
-0.06 0.05 -0.01
-0.11 -0.05 0.17
-0.01 0.07 -0.01
-0.28 -0.16 -0.19
0.07 -0.05 -0.01
-0.12 0.00 0.08
0.06 -0.04 0.10
0.09 -0.24 0.09
-0.63 -0.10 0.20
-0.02 0.01 -0.02
-0.05 0.11 0.06
0.09 -0.15 0.30
-0.05 0.10 0.06
-0.02 -0.46 -0.37
0.24 0.01 0.00
-0.10 0.00 0.02
-0.18 0.18 -0.26
0.06 -0.01 0.16
0.12 -0.09 0.12
0.04 -0.08 0.02
0.09 0.04 0.02
0.06 -0.09 -0.05
-0.12 -0.09 -0.19
0.00 0.08 -0.04
0.18 0.34 -0.19
-0.02 0.04 -0.30
-0.40 -0.08 0.35
-0.03 -0.15 0.01
0.24 0.16 -0.06
0.00 0.00 0.03
0.03 -0.05 0.16
-0.07 0.12 0.10
-0.03 -0.04 0.07


- What is the energy in the second record?
  -1623.3772 Ha


- The highest net charge belongs to which entry?
  C18H20ClN3O4


- Which formula does entry 2 have?
  C18H20ClN3O4


- What is the net charge in the first record?
  -1